C42H31ClF6N8O9PS2Ta | the ωB97M-V functional and the def2-TZVPD basis

orbital gap = 6.94 eV
strongest force on any atom = 1.01 eV/Å
energy above the lowest of the compared OMol25 structures with the same formula, charge and spin = 0.0 kJ/mol
M = 1217.25 u

Geometry as ORCA input:
```
! wB97M-V def2-TZVPD RIJCOSX def2/J DEFGRID3
* xyz 2 1
Ta 0.40683 -0.17893 -0.21684
Cl -2.37734 2.67758 6.81905
S 3.98751 0.66417 -0.41202
S 2.68249 -1.08990 1.40698
P -2.28058 0.22568 -0.53122
F 3.87687 2.69464 1.24739
F 5.25936 2.88333 -0.41044
F 2.28020 -1.35268 3.95133
F 3.14423 3.13957 -0.74934
F 1.92299 0.66024 3.23536
F 3.94851 -0.07412 3.41768
O -1.86837 -1.68357 5.34085
O 0.44016 0.17770 -4.40911
O -0.87088 -1.40125 2.87591
O 1.30924 -1.61852 1.16155
O 3.74853 0.55349 -1.80838
O -2.82266 -0.27768 6.75562
O 3.74218 -2.01939 1.34990
O -0.35765 0.28769 1.51414
O 5.10704 0.10734 0.25377
N 2.59153 0.14275 0.37562
N -1.26775 2.80564 4.40560
N 0.50007 2.07146 -0.18514
N -0.87955 2.09039 3.35055
N -0.81404 -2.07156 -0.76443
N 1.69451 -1.64928 -1.69885
N -2.44279 -0.83219 -1.85359
N 0.32201 0.50575 -2.14480
C -1.65936 0.70125 4.97150
C -5.17022 3.57970 -1.72516
C -5.51852 2.23774 -1.82752
C 0.48740 4.82939 -0.22019
C 1.54761 -1.36385 -2.99717
C -3.92237 3.93588 -1.23754
C -1.57485 -4.35135 -2.18340
C -4.14782 -2.33077 2.08008
C 0.20602 2.73027 -1.31379
C -0.35734 -3.30911 -0.42218
C -1.10001 0.82513 3.67556
C -4.61260 1.26022 -1.45552
C 3.18845 -3.39952 -2.35021
C 0.70615 -0.18174 -3.29021
C -0.40067 4.87444 5.36182
C -3.33379 1.61701 -1.00847
C -3.45997 -1.85755 0.97458
C -3.23827 -0.48871 0.82685
C 2.49499 -2.67675 -1.39429
C -1.74968 2.01760 5.39815
C 3.03229 -3.08268 -3.68802
C 2.17526 -2.04499 -4.01829
C -4.40817 -0.08425 2.89564
C 0.77512 2.76917 0.93391
C -1.77180 -2.01858 -1.72885
C -0.13038 1.85794 -2.47039
C -3.00505 2.95778 -0.87915
C -0.78831 6.95589 4.21745
C -4.60985 -1.44832 3.04677
C -2.11441 -3.13158 -2.50247
C -2.16669 -0.45824 5.76954
C -0.71653 -4.44915 -1.07993
C -0.24126 6.25043 5.28024
C 2.71128 -0.40897 3.14431
C -1.50099 6.29022 3.22856
C -1.11865 4.22783 4.36953
C -3.72747 0.39714 1.78802
C 0.77097 4.14513 0.95336
C -0.75553 -0.21157 2.69322
C -1.67200 4.91619 3.30086
C 4.06026 2.47890 -0.04908
C 0.20476 4.11305 -1.37026
H -3.57949 1.46525 1.67423
H -3.11519 -2.57059 0.23864
H 0.31266 6.77021 6.04981
H -3.66212 4.98039 -1.12971
H 0.48849 5.91114 -0.23581
H -2.83702 -3.01573 -3.29853
H 0.31766 -3.35016 0.41742
H -4.32079 -3.39277 2.19041
H 1.99596 -1.73093 -5.03684
H -4.78586 0.60710 3.63891
H 2.58979 -2.95853 -0.35993
H -2.23414 4.37704 2.54848
H -5.13467 -1.82447 3.91470
H -5.88003 4.34506 -2.00810
H -0.66693 8.02942 4.16519
H -3.15671 -0.74418 -2.56144
H -0.02619 4.60920 -2.30379
H 3.56411 -3.62854 -4.45529
H -1.94192 6.84632 2.41166
H -1.20345 1.89309 -2.68392
H -2.05225 3.25918 -0.46045
H 0.36746 2.20215 -3.37675
H 0.98152 2.19797 1.82128
H -0.32647 -5.39996 -0.74855
H 0.02992 4.31372 6.18038
H -1.84217 -5.23127 -2.75317
H -6.50079 1.95410 -2.18015
H 3.83943 -4.20029 -2.02937
H 0.98811 4.66680 1.87465
H -1.41128 -1.67359 4.47583
H -4.91391 0.21969 -1.48971
*
```



C2H6CsO | the ωB97M-V functional and the def2-TZVPD basis

orbital gap = 10.90 eV
strongest force on any atom = 2.16 eV/Å
energy above the lowest of the compared OMol25 structures with the same formula, charge and spin = 27.4 kJ/mol
M = 178.97 u

Geometry as ORCA input:
```
! wB97M-V def2-TZVPD RIJCOSX def2/J DEFGRID3
* xyz 1 1
Cs 20.92804 0.34683 15.10040
O 20.28239 -1.42368 17.37274
C 18.94080 -1.72160 17.15739
C 18.89771 -2.87648 16.20332
H 18.49754 -0.80214 16.77501
H 17.85657 -3.10843 15.97900
H 20.73445 -2.09884 17.88401
H 19.23176 -3.75379 16.75728
H 18.38744 -1.88521 18.08212
H 19.45242 -2.90014 15.26532
*
```



C25H23BCl2FNO4 | the ωB97M-V functional and the def2-TZVPD basis

SMILES string = Cc1ccc(B(F)c2ccc(C)o2)o1.Cc1ccc(-c2ccc(C)o2)o1.Clc1cccc(Cl)n1
orbital gap = 6.78 eV
strongest force on any atom = 3.52 eV/Å
M = 502.18 u

Geometry as ORCA input:
```
! wB97M-V def2-TZVPD RIJCOSX def2/J DEFGRID3
* xyz 0 1
Cl 3.26655 3.08172 0.73704
Cl -0.60517 2.80160 -2.57252
F -1.04625 -0.67954 1.75248
O 0.22893 -0.46485 4.31208
O -3.08421 -3.18375 2.79454
O -3.51274 1.24334 2.39935
O 0.52785 -2.93918 2.59671
N 1.40710 2.71881 -0.98643
C -1.04881 -3.51373 1.06166
C -4.42197 1.51014 1.41156
C -4.04249 -0.70329 1.39955
C 2.54208 -2.84524 1.21432
C 2.66265 0.54794 -2.27189
C -4.49013 -4.97439 3.53096
C 3.26058 1.18207 -1.17970
C 0.20908 -3.53064 0.43714
C -3.64989 -3.83626 3.81910
C -1.92438 -2.70158 4.69329
C 0.18830 1.47369 5.45417
C 1.15361 -3.21144 1.38911
C -0.97685 0.18012 4.01286
C 0.88001 0.30027 5.24338
C -4.61784 2.90479 1.10468
C 0.85242 2.11619 -2.03437
C -3.05701 -3.43596 5.01007
C 2.14972 -0.19776 5.73740
C 2.58550 2.25660 -0.57652
C 1.42493 1.02466 -2.71090
C -1.86373 -2.59484 3.25311
C -1.00492 1.38296 4.68360
C -3.24362 -0.12571 2.38086
C -4.78368 0.34079 0.78235
C -0.82883 -3.08618 2.38624
B -1.80669 -0.41992 2.87570
H -5.45104 0.24427 -0.06246
H 3.14953 -0.30702 -2.75803
H -4.73870 -5.43588 4.48866
H 1.95190 -1.03558 6.41851
H -5.40248 -4.66131 3.02186
H -3.36969 -3.74892 5.99604
H 0.47573 2.27122 6.11536
H -3.70919 3.29843 0.63633
H -2.01820 -3.67608 0.59350
H -5.44178 3.01552 0.40529
H 4.20251 0.89036 -0.73793
H -3.98516 -5.71257 2.89064
H 2.65641 0.57749 6.33343
H 2.94610 -3.37290 0.33952
H -4.01881 -1.73880 1.07933
H 0.38420 -3.61478 -0.63637
H -1.22474 -2.22906 5.37488
H 2.62285 -1.76082 1.01365
H 3.16906 -3.10398 2.07623
H 0.85592 0.60443 -3.52947
H -1.77476 2.13572 4.63664
H -4.83385 3.51134 1.98502
H 2.79173 -0.56396 4.91606
*
```



C4H10N | the ωB97M-V functional and the def2-TZVPD basis

orbital gap (spin up / spin down) = 5.89 / 5.99 eV
strongest force on any atom = 3.01 eV/Å
energy above the lowest of the compared OMol25 structures with the same formula, charge and spin = 427.4 kJ/mol
M = 72.13 u

Geometry as ORCA input:
```
! wB97M-V def2-TZVPD RIJCOSX def2/J DEFGRID3
* xyz 1 1
N -0.48339 -2.49651 -1.65589
C 0.25776 -0.13488 -1.27669
C -0.18401 1.55089 0.76998
C -0.06942 0.88920 2.06115
C 0.35344 -1.43804 -1.60023
H 1.31807 -1.64873 -1.84738
H 0.81749 2.01672 0.53078
H -0.57757 0.39459 -0.94988
H 0.29551 1.67232 2.74310
H 0.80460 0.30747 2.18303
H -1.51509 -2.36885 -1.58332
H -1.04596 0.57410 2.51045
H 1.11338 0.53486 -1.46993
H -1.14340 1.75022 0.30277
H -0.16948 -3.44459 -1.44068
*
```



C12H11N3O5ReSe | the ωB97M-V functional and the def2-TZVPD basis

⟨S²⟩ = 0.83
orbital gap (spin up / spin down) = 6.27 / 6.86 eV
strongest force on any atom = 4.27 eV/Å
energy above the lowest of the compared OMol25 structures with the same formula, charge and spin = 35.7 kJ/mol
M = 542.40 u

Geometry as ORCA input:
```
! wB97M-V def2-TZVPD RIJCOSX def2/J DEFGRID3
* xyz 2 2
Re -0.35120 0.03803 1.26391
Se -1.49920 -1.98417 0.77021
O 3.35880 4.75723 2.08471
O -0.37770 1.89053 4.76011
O 0.67690 0.12433 -0.38769
O -0.94570 0.75893 2.89261
O 2.33180 1.05633 -1.58089
N -1.66230 -1.42727 -2.14119
N -1.32200 -3.52547 -1.61609
N 0.87910 1.59033 1.54051
C 1.65360 0.99603 -0.60769
C 0.80160 2.27313 2.68721
C 1.60490 3.35593 2.94781
C -1.29610 -3.43667 -2.96409
C 1.75360 1.94833 0.59371
C -1.51840 -2.28897 -1.10719
C -1.50870 -2.12337 -3.29319
C 2.58400 3.02773 0.73771
C -1.18710 -4.73447 -0.84719
C 2.53780 3.75773 1.95571
C -0.26650 1.62333 3.60961
C -1.99090 -0.02607 -2.07029
H -0.26330 -4.72837 -0.26519
H -2.86940 0.13293 -1.44099
H 3.27320 3.31773 -0.04129
H 3.33420 5.23443 2.93051
H -1.17470 -5.58947 -1.51989
H -1.13260 -4.28547 -3.60209
H 1.52210 3.88293 3.88781
H -2.03080 -4.84427 -0.16289
H -2.20740 0.34043 -3.07319
H -1.55670 -1.66637 -4.26419
H -1.15100 0.55413 -1.67689
*
```



C4H5N3S | the ωB97M-V functional and the def2-TZVPD basis

SMILES string = N#C[C@H]1CN(S)C=N1
orbital gap = 10.24 eV
strongest force on any atom = 1.28 eV/Å
energy above the lowest of the compared OMol25 structures with the same formula, charge and spin = 149.6 kJ/mol
M = 127.17 u

Geometry as ORCA input:
```
! wB97M-V def2-TZVPD RIJCOSX def2/J DEFGRID3
* xyz 0 1
S -1.25978 1.04359 2.23249
N -0.81977 -0.19941 -1.36842
N 2.53158 -0.16812 -2.25145
N -0.82533 0.12260 0.88338
C 0.41670 -0.80316 -0.83585
C 1.58778 -0.44457 -1.65192
C 0.54225 -0.32197 0.64386
C -1.43381 0.25889 -0.36293
H -0.67240 2.22080 1.89699
H -2.43207 0.74186 -0.39785
H 0.82525 -1.08835 1.32444
H 1.24590 0.53347 0.75590
H 0.29370 -1.89563 -0.86866
*
```



C2H9N2 | the ωB97M-V functional and the def2-TZVPD basis

orbital gap = 11.79 eV
strongest force on any atom = 2.39 eV/Å
energy above the lowest of the compared OMol25 structures with the same formula, charge and spin = 73.5 kJ/mol
M = 61.11 u

Geometry as ORCA input:
```
! wB97M-V def2-TZVPD RIJCOSX def2/J DEFGRID3
* xyz 1 1
N -0.07593 0.25426 -0.65467
N -0.32516 2.12287 1.41837
C -0.03712 -2.17737 -0.62960
C 0.62892 -1.05926 -0.54255
H -1.31930 2.08074 1.64688
H 0.16137 1.95179 2.30156
H 1.70121 -0.93964 -0.57867
H -1.10690 -2.21498 -0.79470
H -1.03955 0.14787 -0.95479
H -0.11685 3.07166 1.13626
H 0.42493 -3.14968 -0.52548
H 0.39292 0.73975 -1.43190
H 0.12843 0.84637 0.20824
*
```



C2H3N5O | the ωB97M-V functional and the def2-TZVPD basis

SMILES string = O/N=c1\nncn[nH]1
orbital gap = 7.33 eV
strongest force on any atom = 5.22 eV/Å
energy above the lowest of the compared OMol25 structures with the same formula, charge and spin = 571.7 kJ/mol
M = 113.08 u

Geometry as ORCA input:
```
! wB97M-V def2-TZVPD RIJCOSX def2/J DEFGRID3
* xyz 0 1
O 2.62384 -0.45803 0.12348
N -0.61118 1.33025 0.10272
N 1.77461 0.70138 -0.08871
N -1.02363 -1.46763 0.02263
N 0.13920 -0.96814 -0.21535
N -1.93829 0.82094 0.03813
C -1.99606 -0.50390 0.05636
C 0.48486 0.37432 -0.15325
H -0.64057 2.33700 -0.30748
H -3.07044 -0.81836 0.34744
H 3.40247 0.00555 0.53769
*
```